(1)
A 12-piece molecular cluster, C20H43Cl22N3O3P overall, computed with ωB97M-V with the def2-TZVPD basis set.

Output
**E_LUMO**: -3.39 eV
**E_HOMO**: -0.433 hartree
**Charge**: +1
**Energy**: -11642.9673 Ha

Geometry (Å):
C (0.38517, -0.42173, -4.08206)
C (-0.96656, -0.18460, -3.12623)
O (-1.60751, -1.33598, -2.78147)
O (-1.45740, 1.14498, -2.73180)
C (-1.12000, 1.43547, -1.30040)
C (0.51780, 1.33977, -1.11612)
C (1.13625, 2.35456, 0.01303)
C (2.21115, 1.67494, 1.04740)
C (3.33912, 0.71116, 0.33994)
N (3.46546, -0.62816, 1.06326)
C (3.02130, -1.83785, 0.58907)
N (2.33843, -1.95494, -0.76624)
N (3.21882, -3.12933, 1.39293)
P (1.86098, -3.43150, 2.51038)
C (2.39103, -3.17910, 4.34340)
O (0.72970, -2.10674, 2.19679)
H (0.20773, -0.01492, -5.18180)
H (1.33487, 0.14833, -3.66378)
H (0.68898, -1.55933, -4.13117)
H (-1.54630, 2.50918, -1.09259)
H (-1.69805, 0.64655, -0.65343)
H (0.97655, 1.68523, -2.16010)
H (0.83460, 0.22279, -0.97233)
H (1.68267, 3.24555, -0.53617)
H (0.28658, 2.85988, 0.67896)
H (2.79844, 2.58095, 1.55685)
H (1.65187, 1.13900, 1.95492)
H (3.20011, 0.61600, -0.82054)
H (4.39397, 1.24878, 0.49349)
H (3.96182, -0.62243, 2.00071)
H (2.37967, -2.96669, -1.09507)
H (2.93895, -1.44935, -1.46674)
H (3.32570, -3.95627, 0.74713)
H (2.83809, -4.13293, 4.85306)
H (1.42981, -2.84264, 4.94546)
H (3.18923, -2.30275, 4.43989)
H (1.16618, -1.32634, 2.66482)
C (-3.31261, -0.12227, -5.76672)
Cl (-1.80175, 0.08444, -6.66092)
Cl (-4.38337, 1.26522, -5.99759)
H (-3.81657, -1.02379, -6.12334)
H (-3.08526, -0.22302, -4.70268)
C (0.57181, -6.24865, 6.46472)
Cl (-0.09603, -5.80903, 4.88809)
Cl (2.27900, -5.80431, 6.57871)
H (0.01499, -5.72494, 7.24548)
H (0.47515, -7.32819, 6.60348)
C (2.77143, 5.15953, -3.14009)
Cl (3.15782, 3.48052, -3.53591)
Cl (1.21840, 5.27466, -2.30354)
H (3.55469, 5.56182, -2.49312)
H (2.72163, 5.74044, -4.06425)
C (-6.83525, 0.25252, -2.98465)
Cl (-5.16377, -0.27209, -3.22129)
Cl (-7.86634, -1.10291, -2.51072)
H (-6.86204, 1.01155, -2.19912)
H (-7.21103, 0.67550, -3.91946)
C (-2.51108, -4.20165, 7.85303)
Cl (-1.39271, -2.84686, 7.65594)
Cl (-1.79646, -5.47701, 8.84687)
H (-3.42293, -3.84279, 8.33642)
H (-2.75161, -4.61043, 6.86863)
C (-3.82050, 4.56280, -3.85075)
Cl (-5.18423, 4.12708, -2.81373)
Cl (-3.06511, 6.06672, -3.30985)
H (-3.07905, 3.76083, -3.81909)
H (-4.17956, 4.69320, -4.87450)
C (6.32525, 4.11236, 0.41045)
Cl (5.70464, 3.79111, -1.21334)
Cl (5.03920, 3.99535, 1.61765)
H (7.10173, 3.38050, 0.64576)
H (6.74750, 5.11983, 0.43699)
C (-9.71295, -0.93400, -5.61793)
Cl (-9.32027, 0.77272, -5.37716)
Cl (-11.46125, -1.19427, -5.59212)
H (-9.31948, -1.25659, -6.58489)
H (-9.25408, -1.52078, -4.81846)
C (-0.02334, -10.04029, 4.57430)
Cl (1.19535, -8.85883, 4.08033)
Cl (-0.81498, -9.54758, 6.07614)
H (-0.77597, -10.12549, 3.78678)
H (0.46090, -11.00767, 4.72819)
C (-4.35338, 4.17781, 0.77912)
Cl (-3.23501, 5.53260, 0.58203)
Cl (-3.63875, 2.90245, 1.77296)
H (-5.26522, 4.53667, 1.26251)
H (-4.59391, 3.76903, -0.20528)
C (9.83974, 5.89762, 1.06114)
Cl (9.72854, 4.26490, 1.72966)
Cl (8.23370, 6.58393, 0.78808)
H (10.38357, 6.53348, 1.76387)
H (10.37558, 5.85668, 0.10972)

(2)
C20H43FIInNO5 as an isolated structure, computed with ωB97M-V with the def2-TZVPD basis set.

Output
**E_LUMO**: 2.46 eV
**E_HOMO**: -0.182 hartree
**Charge**: -1
**Energy**: -1806.5267 Ha

Geometry (Å):
C (4.63222, 1.65026, 3.07572)
C (4.01112, 0.74459, 2.02034)
O (4.83262, 0.69520, 0.84473)
C (3.84689, -0.68015, 2.50295)
N (3.09985, -1.47650, 1.54688)
C (2.48264, -2.65504, 2.14311)
C (1.35322, -2.27920, 3.15412)
O (0.91101, -0.97256, 3.03226)
In (-0.40147, -0.54549, 1.49714)
I (-2.86393, -1.69556, 2.28738)
C (-0.69919, 1.62058, 1.42585)
C (-0.58757, 2.31650, 2.75495)
C (0.83592, 2.38330, 3.28268)
F (-1.34653, 1.61421, 3.73022)
H (5.71171, 1.47959, 3.11140)
H (4.45747, 2.70677, 2.85807)
H (4.21620, 1.43567, 4.06430)
H (3.01608, 1.10252, 1.73025)
H (4.67233, 1.48687, 0.31167)
H (3.29813, -0.66726, 3.44431)
H (4.85673, -1.09316, 2.69423)
H (3.70889, -1.76356, 0.79123)
H (2.07499, -3.25910, 1.32801)
H (3.22815, -3.28136, 2.67181)
H (1.72110, -2.45183, 4.17952)
H (0.54191, -3.01575, 3.00779)
H (0.06391, -1.34146, 0.02707)
H (0.06205, 2.01296, 0.74275)
H (-1.67642, 1.79648, 0.96780)
H (-1.05028, 3.31436, 2.75036)
H (1.19550, 1.35859, 3.42293)
H (1.48103, 2.90021, 2.56478)
H (0.88243, 2.91522, 4.23524)
C (5.63735, 2.64975, -3.77318)
C (5.29828, 1.16189, -3.68743)
C (5.30685, 0.93162, -2.18164)
O (4.87355, 2.16322, -1.59976)
C (4.87400, 3.20181, -2.57459)
H (5.33391, 3.11495, -4.71061)
H (6.71101, 2.80225, -3.64428)
H (4.30261, 0.97591, -4.09439)
H (6.00854, 0.52221, -4.21015)
H (6.31154, 0.69979, -1.81431)
H (4.63261, 0.14392, -1.84844)
H (3.84139, 3.44737, -2.84496)
H (5.33569, 4.08896, -2.13784)
C (-6.51418, -3.66861, 0.33263)
C (-6.52859, -4.49609, -0.95156)
C (-6.88452, -3.43579, -1.98797)
O (-6.32633, -2.21434, -1.51890)
C (-5.89149, -2.36954, -0.15616)
H (-5.93139, -4.11586, 1.13650)
H (-7.53332, -3.50322, 0.69034)
H (-5.53397, -4.90100, -1.14784)
H (-7.24092, -5.32124, -0.93563)
H (-7.97312, -3.33178, -2.08042)
H (-6.47749, -3.64826, -2.97918)
H (-4.80246, -2.42609, -0.11053)
H (-6.20824, -1.49371, 0.41032)
C (-3.88407, 1.40851, -3.23973)
C (-4.66933, 0.91272, -2.02444)
C (-3.63611, 0.02782, -1.33897)
O (-2.36394, 0.61272, -1.62674)
C (-2.49144, 1.59471, -2.64166)
H (-4.28033, 2.32601, -3.67633)
H (-3.86436, 0.63847, -4.01452)
H (-4.93685, 1.75426, -1.38039)
H (-5.57446, 0.36024, -2.27257)
H (-3.66843, -0.99008, -1.74112)
H (-3.74750, -0.03173, -0.25610)
H (-2.38792, 2.59585, -2.20324)
H (-1.68530, 1.45648, -3.36606)

Number 1: F_max 8.8 eV/A. Number 2: F_max 0.3 eV/A.